[1]
Molecular formula: C32H23CdClF3N3O6PS
Method: DFT, ωB97M-V with the def2-TZVPD basis set

Values from the calculation:
Energy relative to the best compared isomer or geometry (same formula, charge and spin) in kcal per mole: 12.8
Gap between HOMO and LUMO in eV: 6.40
Charge: -1

Each line ends with the Löwdin charge.
Element x y z (Å)
Cd  -0.20013  1.50220  -1.48777  1.239
Cl  3.16417  0.68450  -1.42707  0.764
C  3.74337  1.02570  0.15603  -0.654
C  5.08407  1.27390  0.41173  -0.096
C  5.48767  1.56230  1.70543  -0.087
C  4.55977  1.58850  2.73463  -0.083
C  3.22367  1.33730  2.47533  -0.066
C  2.79667  1.05680  1.18173  -0.374
P  1.03617  0.82710  0.73293  1.009
C  0.75457  -0.95730  0.95943  -0.359
C  -0.57563  -1.37340  0.87953  -0.126
C  -0.88573  -2.71650  0.95113  -0.076
C  0.12387  -3.65960  1.07823  -0.095
C  1.44527  -3.24990  1.13593  -0.092
C  1.76527  -1.90390  1.06973  -0.070
C  0.25547  1.56000  2.21283  -0.394
C  0.35797  2.94730  2.31703  -0.136
C  -0.19193  3.60730  3.39863  -0.077
C  -0.85683  2.89010  4.38173  -0.095
C  -0.97563  1.51530  4.27373  -0.088
C  -0.42143  0.84660  3.19393  -0.080
H  5.80077  1.24870  -0.39377  0.102
H  6.52897  1.76780  1.91183  0.100
H  4.87587  1.80520  3.74593  0.099
H  2.50267  1.36500  3.28023  0.107
H  -1.35773  -0.63200  0.74413  0.103
H  -1.91763  -3.02720  0.90383  0.107
H  -0.11533  -4.71150  1.13043  0.103
H  2.23447  -3.98220  1.22513  0.104
H  2.79977  -1.59160  1.10783  0.104
H  0.86827  3.49340  1.53693  0.089
H  -0.11083  4.68330  3.47093  0.104
H  -1.28953  3.40500  5.22863  0.095
H  -1.50413  0.95760  5.03543  0.097
H  -0.51733  -0.22790  3.12113  0.095
F  1.35117  5.65050  -3.18597  0.132
C  1.68817  5.25210  -1.95157  -0.531
F  3.02027  5.44870  -1.84877  0.122
F  1.11727  6.12200  -1.09757  0.131
C  1.27957  3.76360  -1.63707  -0.664
O  1.64367  3.34320  -0.54637  -0.071
O  0.64237  3.20360  -2.54067  -0.097
O  -1.38703  -0.43500  -1.85297  -0.090
C  -0.32763  -0.96950  -2.24137  -0.692
O  0.70417  -0.33060  -2.52417  -0.137
C  -0.29793  -2.47600  -2.31277  -0.112
C  -1.49533  -3.17260  -2.44177  -0.004
C  -1.51703  -4.55760  -2.42297  -0.057
C  -0.34443  -5.25450  -2.21527  -0.006
C  0.85537  -4.55750  -2.08567  -0.163
C  0.89307  -3.16860  -2.16137  0.068
N  2.04787  -5.30640  -1.82957  -0.354
O  1.92597  -6.49840  -1.57837  0.052
O  3.12017  -4.72910  -1.87037  0.078
H  -2.40253  -2.59970  -2.54727  0.117
H  -2.44493  -5.09590  -2.55407  0.104
H  -0.33903  -6.33090  -2.14017  0.114
H  1.82807  -2.63430  -2.09337  0.130
C  -5.36623  -0.76880  -0.26827  -0.041
C  -4.79263  0.43330  -0.95347  -0.359
C  -5.29603  0.87740  -2.17657  -0.042
C  -4.61813  1.93130  -2.76907  -0.157
N  -3.56613  2.50010  -2.21457  0.038
C  -3.18963  2.03780  -1.02107  -0.906
S  -1.87823  2.84110  -0.22987  0.533
N  -3.77173  1.03130  -0.36927  0.084
H  -6.45243  -0.70860  -0.21697  0.072
H  -4.94973  -0.85520  0.73073  0.072
H  -5.09413  -1.65190  -0.84627  0.074
H  -6.15543  0.41160  -2.63867  0.094
H  -4.91963  2.33580  -3.73077  0.099

Atoms 1-2, force components in eV/Å:
-0.3 0.4 0.3
0.6 -0.2 -0.3



[2]
Molecular formula: H28O14
Method: DFT, ωB97M-V with the def2-TZVPD basis set

Values from the calculation:
Energy relative to the best compared isomer or geometry (same formula, charge and spin) in kcal per mole: 115.3
Gap between HOMO and LUMO in eV: 10.75

Each line ends with the Löwdin charge.
Element x y z (Å)
O  2.08426  -1.52633  -0.95610  -0.109
H  1.47797  -1.73129  -1.74890  0.133
H  1.86432  -0.58007  -0.99854  0.052
O  -4.89582  -0.61363  0.05176  -0.076
H  -5.35801  -0.98471  -0.68163  0.014
H  -5.10319  0.37845  -0.10053  0.065
O  -0.30284  3.01599  -4.45760  -0.071
H  -1.22466  3.04388  -4.40769  -0.014
H  0.02235  3.40532  -3.57660  0.070
O  -0.72491  1.42018  -1.61247  -0.087
H  -0.60209  0.46859  -1.79418  0.032
H  -1.27780  1.52959  -0.80360  0.036
O  2.46253  -0.49671  4.09811  -0.003
H  3.25075  -1.06691  4.29951  0.078
H  2.12893  -0.81099  3.36216  -0.079
O  4.25624  2.23478  0.33903  -0.026
H  4.30887  1.72250  1.12110  0.014
H  3.33214  2.37785  0.48432  0.015
O  -1.52849  -3.70404  0.16392  -0.035
H  -0.75024  -4.26612  0.24070  0.008
H  -2.03366  -4.36856  -0.24692  0.014
O  1.08621  -3.45693  0.08367  -0.099
H  1.87561  -3.03266  0.27615  -0.044
H  1.01283  -4.04341  0.98402  0.167
O  1.69492  1.15105  -2.56357  -0.078
H  1.83134  1.91062  -2.00187  0.027
H  2.39729  1.09372  -3.28545  0.102
O  -0.24709  -1.05625  0.13216  -0.039
H  -0.37715  -1.10234  1.03598  -0.008
H  0.26118  -1.80819  -0.20708  -0.009
O  -2.24529  0.29826  2.86063  -0.037
H  -2.57499  -0.20604  2.03950  0.079
H  -2.89546  0.01754  3.42671  -0.016
O  -3.88495  2.30848  0.67108  -0.068
H  -3.72765  1.72974  -0.07595  0.003
H  -3.75001  1.71828  1.49305  0.072
O  -1.24703  4.49932  0.33929  0.009
H  -1.81918  3.80932  0.27620  -0.057
H  -0.43139  4.10310  0.08794  0.016
O  4.09204  -2.23156  0.71565  -0.052
H  3.29164  -2.00208  0.18675  -0.009
H  4.27050  -3.14768  0.74928  0.010

Atoms 1-2, force components in eV/Å:
-1.5 0.9 -3.2
1.7 -0.5 1.5



[3]
Molecular formula: C4H6ClFOS
Method: DFT, ωB97M-V with the def2-TZVPD basis set

Values from the calculation:
Energy relative to the best compared isomer or geometry (same formula, charge and spin) in kcal per mole: 50.5
Structure (SMILES): O[C@@H]1C[C@H](S)[C@@]1(F)Cl
Gap between HOMO and LUMO in eV: 8.93

Each line ends with the Löwdin charge.
Element x y z (Å)
C  1.12283  0.35568  -0.47672  -0.563
C  0.67962  -1.03816  0.20952  -0.122
C  -0.80610  -0.56510  0.05601  -0.388
C  -0.43952  0.52558  -0.98822  -0.715
H  0.41866  0.84383  1.77952  -0.055
H  1.96074  0.59131  -1.27505  0.134
H  1.12625  -1.88957  -0.27590  0.107
H  0.86691  -1.19313  1.21579  0.071
H  -1.59459  -1.31252  -0.21729  0.151
H  -2.03212  0.57441  1.41726  0.252
O  -1.01047  0.10211  1.26200  -0.192
F  -1.06033  1.75024  -0.89520  -0.009
S  1.33754  1.46704  0.89569  0.741
Cl  -0.56944  -0.21172  -2.70741  0.586

Atoms 1-2, force components in eV/Å:
-1.2 0.6 -0.3
-0.3 1.2 -3.4



[4]
Molecular formula: C6H24ClO10
Method: DFT, ωB97M-V with the def2-TZVPD basis set

Values from the calculation:
Energy relative to the best compared isomer or geometry (same formula, charge and spin) in kcal per mole: 7.1
Gap between HOMO and LUMO in eV: 9.90
Charge: -1

Each line ends with the Löwdin charge.
Element x y z (Å)
Cl  0.99246  0.10532  0.90451  0.628
O  0.17947  -0.54235  -0.12073  -0.373
O  0.21701  1.00463  1.66735  -0.352
O  1.59215  -0.94388  1.70575  -0.348
O  2.00359  0.96075  0.31164  -0.364
C  -2.70638  -1.16315  -2.13339  -0.149
O  -1.47571  -1.39930  -2.81770  -0.129
H  -2.58256  -0.39497  -1.37005  0.064
H  -3.41724  -0.81591  -2.88320  0.072
H  -3.10739  -2.04095  -1.62668  0.072
H  -0.81742  -0.96785  -2.26805  0.021
C  -1.09575  -1.68025  4.29206  -0.199
O  -1.12150  -2.09545  2.97487  -0.111
H  -2.07158  -1.81043  4.75993  0.072
H  -0.29393  -2.17017  4.84447  0.072
H  -0.83846  -0.62301  4.35649  0.078
H  -0.61958  -1.43563  2.49081  0.028
C  1.03394  1.40081  -2.87666  -0.160
O  0.99375  2.32573  -3.94134  -0.122
H  2.06850  1.06289  -2.81659  0.087
H  0.73537  1.84580  -1.92748  0.053
H  0.44651  0.51192  -3.10668  0.066
H  0.06615  2.46745  -4.14399  0.067
C  -1.83264  2.87613  -0.83047  -0.132
O  -2.93376  2.80151  -1.76252  -0.143
H  -1.62616  1.84957  -0.52776  0.060
H  -0.91935  3.26248  -1.28294  0.072
H  -2.09934  3.50117  0.02177  0.078
H  -3.57390  2.20459  -1.36816  0.059
C  3.28098  2.52373  3.37582  -0.158
O  2.11713  3.16619  2.85434  -0.140
H  3.57913  3.09944  4.25205  0.070
H  3.07963  1.47561  3.59723  0.075
H  4.07022  2.56948  2.62541  0.071
H  1.77296  2.60498  2.15564  0.020
C  0.77709  -3.96084  -1.77770  -0.171
O  1.35156  -5.19359  -1.42417  -0.130
H  -0.30408  -4.08734  -1.72136  0.072
H  1.08165  -3.17390  -1.08772  0.071
H  0.99172  -3.58586  -2.77841  0.079
H  1.00575  -5.53536  -0.59640  0.073

Atoms 1-2, force components in eV/Å:
1.6 -0.5 -1.8
0.1 0.4 0.2



[5]
Molecular formula: C5H10O
Method: DFT, ωB97M-V with the def2-TZVPD basis set

Values from the calculation:
Energy relative to the best compared isomer or geometry (same formula, charge and spin) in kcal per mole: 69.3
Gap between HOMO and LUMO in eV: 9.65

Each line ends with the Löwdin charge.
Element x y z (Å)
C  2.26774  0.13541  0.45926  -0.116
O  1.26686  -0.86910  0.53118  -0.170
C  0.22620  -0.69307  -0.42703  -0.264
C  -0.53749  0.74940  -0.47574  -0.159
C  -1.89183  0.41910  0.17322  -0.156
C  -1.26540  -1.00320  0.07100  -0.126
H  1.96036  1.04473  0.99477  0.079
H  2.50553  0.41279  -0.58157  0.093
H  3.18403  -0.23613  0.93252  0.088
H  0.70052  -0.73236  -1.41908  0.134
H  0.07677  1.41182  0.09580  0.079
H  -0.68627  0.97529  -1.52987  0.109
H  -2.81632  0.62275  -0.40958  0.104
H  -2.07967  0.83599  1.18141  0.103
H  -1.14063  -1.42042  1.05444  0.103
H  -1.80614  -1.59612  -0.64853  0.099

Atoms 1-2, force components in eV/Å:
0.0 0.1 0.0
-0.7 0.2 0.0



[6]
Molecular formula: C5CaO5
Method: DFT, ωB97M-V with the def2-TZVPD basis set

Values from the calculation:
Gap between HOMO and LUMO in eV: 13.13
Charge: +2

Each line ends with the Löwdin charge.
Element x y z (Å)
Ca  0.00594  0.43687  0.00141  1.043
O  0.02956  3.44219  -1.96681  0.201
C  0.01860  2.45397  -1.42478  0.008
C  1.78391  -1.16058  0.53613  0.012
O  2.77527  -1.72118  0.77880  0.185
C  -1.80537  -1.12856  0.52071  0.011
O  -2.80756  -1.67003  0.75537  0.186
C  -0.00079  -1.21687  -1.82602  -0.058
O  -0.00130  -1.80365  -2.77386  0.225
O  0.00161  1.45154  3.18938  0.242
C  0.00012  0.91629  2.20966  -0.056

Atoms 1-2, force components in eV/Å:
0.0 0.1 -1.9
0.0 -1.8 0.9